# 1
{"formula": "C22H28N6O2S2", "method": "ωB97M-V/def2-TZVPD", "elements": ["C", "C", "O", "C", "C", "C", "C", "N", "C", "N", "C", "C", "C", "N", "N", "C", "S", "C", "C", "O", "N", "C", "C", "C", "C", "C", "N", "C", "C", "S", "C", "C", "H", "H", "H", "H", "H", "H", "H", "H", "H", "H", "H", "H", "H", "H", "H", "H", "H", "H", "H", "H", "H", "H", "H", "H", "H", "H", "H", "H"], "coordinates": [[0.138, -4.593, -0.717], [-1.143, -3.865, -1.114], [-1.018, -3.167, -2.343], [-0.380, -1.972, -2.382], [0.181, -1.313, -1.293], [0.790, -0.081, -1.454], [0.859, 0.519, -2.704], [1.454, 1.768, -2.917], [2.104, 2.540, -2.027], [2.438, 2.225, -0.822], [3.076, 3.242, -0.176], [3.500, 3.021, 1.251], [2.636, 1.972, 1.846], [1.582, 2.173, 2.581], [1.017, 0.980, 2.845], [1.741, 0.063, 2.254], [1.439, -1.647, 2.244], [-0.158, -1.693, 3.118], [-1.312, -1.263, 2.209], [-1.945, -2.086, 1.575], [-1.531, 0.058, 2.226], [-2.549, 0.744, 1.456], [-2.427, 0.587, -0.062], [-3.769, 1.108, -0.570], [-4.791, 0.742, 0.525], [-3.973, 0.243, 1.724], [2.797, 0.631, 1.611], [3.814, -0.022, 0.840], [3.255, 4.368, -0.907], [2.592, 4.180, -2.497], [0.298, -0.138, -3.798], [-0.310, -1.363, -3.639], [0.442, -5.273, -1.510], [-0.039, -5.162, 0.190], [0.948, -3.891, -0.536], [-1.478, -3.198, -0.313], [-1.935, -4.595, -1.305], [0.139, -1.741, -0.306], [1.206, 0.429, -0.603], [1.336, 2.156, -3.842], [4.548, 2.709, 1.285], [3.384, 3.944, 1.819], [-0.067, -1.061, 3.999], [-0.292, -2.738, 3.396], [-0.818, 0.635, 2.675], [-2.471, 1.803, 1.721], [-2.316, -0.470, -0.299], [-1.576, 1.129, -0.475], [-3.722, 2.191, -0.692], [-4.029, 0.674, -1.534], [-5.477, -0.030, 0.181], [-5.386, 1.614, 0.798], [-3.954, -0.846, 1.745], [-4.362, 0.602, 2.676], [3.859, 0.431, -0.152], [3.561, -1.076, 0.745], [4.784, 0.073, 1.334], [3.723, 5.288, -0.623], [0.337, 0.319, -4.777], [-0.750, -1.873, -4.480]], "smiles": "CCOc1ccc(Nc2nc(Cc3nnc(SCC(=O)NC4CCCC4)n3C)cs2)cc1", "gap_ev": 7.9031, "e_above_lowest_ev": 0.000}

***

# 2
{"formula": "C22H28N6O4", "method": "ωB97M-V/def2-TZVPD", "elements": ["C", "O", "C", "C", "C", "C", "O", "C", "C", "C", "C", "N", "C", "O", "C", "C", "C", "N", "N", "C", "C", "C", "C", "N", "C", "C", "O", "C", "C", "N", "N", "C", "H", "H", "H", "H", "H", "H", "H", "H", "H", "H", "H", "H", "H", "H", "H", "H", "H", "H", "H", "H", "H", "H", "H", "H", "H", "H", "H", "H"], "coordinates": [[3.115, 3.620, -2.041], [3.584, 3.159, -0.791], [2.690, 2.635, 0.083], [3.224, 1.986, 1.193], [2.403, 1.403, 2.137], [1.023, 1.470, 2.003], [0.130, 0.889, 2.874], [0.625, 0.362, 4.078], [0.469, 2.170, 0.924], [-1.026, 2.313, 0.843], [-1.690, 1.072, 0.246], [-1.638, 1.094, -1.199], [-2.492, 0.365, -1.948], [-3.369, -0.318, -1.457], [-2.260, 0.476, -3.446], [-1.180, -0.526, -3.895], [0.096, -0.274, -3.187], [1.027, 0.601, -3.497], [1.983, 0.581, -2.570], [1.641, -0.310, -1.661], [2.224, -0.754, -0.456], [1.522, -1.639, 0.293], [0.241, -2.125, -0.154], [-0.456, -3.049, 0.554], [-1.730, -3.535, 0.050], [-2.889, -2.826, 0.757], [-2.787, -2.963, 2.162], [-1.565, -2.461, 2.639], [-0.377, -3.192, 1.991], [-0.264, -1.763, -1.316], [0.434, -0.877, -2.017], [1.305, 2.726, -0.031], [2.467, 4.495, -1.929], [4.006, 3.906, -2.597], [2.593, 2.821, -2.574], [4.297, 1.943, 1.298], [2.854, 0.897, 2.976], [1.269, -0.508, 3.908], [-0.250, 0.052, 4.648], [1.181, 1.114, 4.648], [-1.412, 2.449, 1.854], [-1.294, 3.187, 0.247], [-2.747, 1.018, 0.524], [-1.192, 0.174, 0.632], [-0.871, 1.587, -1.630], [-3.195, 0.242, -3.955], [-1.947, 1.488, -3.708], [-1.021, -0.428, -4.969], [-1.512, -1.540, -3.662], [3.191, -0.380, -0.168], [1.944, -2.011, 1.211], [-1.780, -3.354, -1.021], [-1.775, -4.610, 0.256], [-3.840, -3.280, 0.478], [-2.904, -1.767, 0.468], [-1.568, -2.622, 3.719], [-1.484, -1.382, 2.431], [0.556, -2.798, 2.385], [-0.441, -4.260, 2.228], [0.863, 3.256, -0.861]], "smiles": "COc1ccc(OC)c(CCNC(=O)CCc2nnc3ccc(N4CCOCC4)nn23)c1", "gap_ev": 8.2126, "e_above_lowest_ev": 3.948}

***

# 3
{"formula": "C22H29AlN6O3Te", "method": "ωB97M-V/def2-TZVPD", "elements": ["Al", "N", "C", "C", "N", "H", "H", "H", "H", "H", "H", "H", "H", "C", "N", "C", "C", "C", "O", "N", "C", "O", "H", "H", "H", "H", "H", "Te", "C", "C", "C", "C", "C", "C", "C", "C", "C", "C", "C", "C", "H", "H", "H", "H", "H", "H", "H", "H", "H", "H", "O", "H", "H", "N", "C", "C", "N", "C", "H", "H", "H", "H"], "coordinates": [[0.373, 1.713, -2.057], [-0.759, 3.247, -1.378], [-1.552, 2.675, -0.243], [-2.098, 1.335, -0.693], [-0.950, 0.542, -1.221], [-0.159, 3.994, -1.033], [-1.400, 3.677, -2.041], [-2.348, 3.349, 0.065], [-0.873, 2.530, 0.598], [-2.833, 1.455, -1.490], [-2.568, 0.822, 0.144], [-1.268, -0.195, -1.849], [-0.493, 0.003, -0.466], [4.299, 1.834, 0.222], [3.673, 0.940, -0.762], [4.281, -0.232, -1.204], [3.702, -1.053, -2.089], [2.385, -0.740, -2.625], [1.740, -1.432, -3.394], [1.873, 0.477, -2.190], [2.485, 1.229, -1.285], [1.774, 2.272, -0.961], [5.180, 1.339, 0.618], [3.603, 2.035, 1.033], [4.588, 2.771, -0.248], [5.253, -0.425, -0.773], [4.191, -1.960, -2.409], [-0.622, 0.148, 2.783], [0.251, -1.774, 2.685], [-0.517, -2.911, 2.451], [0.100, -4.153, 2.368], [1.478, -4.263, 2.503], [2.241, -3.128, 2.739], [1.631, -1.883, 2.838], [-2.509, -0.389, 3.530], [-3.521, -0.827, 2.679], [-4.757, -1.184, 3.201], [-4.983, -1.097, 4.567], [-3.975, -0.659, 5.414], [-2.735, -0.305, 4.901], [-1.593, -2.835, 2.351], [-0.501, -5.039, 2.203], [1.953, -5.233, 2.442], [3.312, -3.212, 2.872], [2.230, -1.008, 3.059], [-3.343, -0.914, 1.614], [-5.540, -1.534, 2.541], [-5.947, -1.373, 4.973], [-4.151, -0.594, 6.480], [-1.949, 0.030, 5.565], [0.669, -1.702, -0.449], [0.663, -2.109, 0.431], [0.717, -2.433, -1.078], [0.074, 1.410, -6.039], [-0.408, 2.698, -5.977], [-0.399, 3.034, -4.669], [0.080, 1.953, -3.933], [0.363, 0.988, -4.813], [0.194, 0.861, -6.878], [-0.699, 3.252, -6.852], [-0.673, 3.973, -4.221], [0.769, 0.015, -4.552]], "total_charge": 2, "gap_ev": 7.6866, "e_above_lowest_ev": 0.436}

***

# 4
{"formula": "C22H29BrN2O4", "method": "ωB97M-V/def2-TZVPD", "elements": ["C", "C", "C", "C", "O", "N", "C", "C", "C", "C", "O", "C", "C", "O", "C", "C", "O", "N", "C", "C", "C", "C", "C", "C", "C", "C", "C", "C", "Br", "H", "H", "H", "H", "H", "H", "H", "H", "H", "H", "H", "H", "H", "H", "H", "H", "H", "H", "H", "H", "H", "H", "H", "H", "H", "H", "H", "H", "H"], "coordinates": [[-5.411, 2.570, -1.250], [-4.075, 1.849, -1.378], [-3.304, 1.763, -0.051], [-2.689, 3.117, 0.333], [-2.089, 3.078, 1.597], [-2.209, 0.802, -0.071], [-2.591, -0.599, 0.000], [-1.350, -1.445, -0.008], [-1.049, -2.254, -1.101], [0.134, -2.968, -1.178], [0.516, -3.742, -2.229], [-0.393, -3.937, -3.285], [1.065, -2.878, -0.119], [2.238, -3.554, -0.299], [3.337, -3.174, 0.505], [3.601, -1.661, 0.437], [3.961, -1.021, 1.398], [3.380, -1.143, -0.788], [3.194, 0.273, -1.009], [1.745, 0.565, -1.430], [1.419, 2.025, -1.288], [1.034, 2.529, -0.052], [0.740, 3.872, 0.101], [0.830, 4.727, -0.985], [1.217, 4.235, -2.220], [1.510, 2.890, -2.370], [0.759, -2.105, 0.986], [-0.434, -1.397, 1.029], [-0.765, -0.313, 2.554], [-5.269, 3.605, -0.952], [-5.937, 2.560, -2.202], [-6.037, 2.082, -0.507], [-3.449, 2.357, -2.116], [-4.263, 0.835, -1.742], [-3.984, 1.454, 0.751], [-3.458, 3.890, 0.381], [-1.951, 3.402, -0.435], [-1.592, 2.251, 1.653], [-1.620, 0.969, -0.883], [-3.251, -0.919, -0.824], [-3.138, -0.739, 0.940], [-1.760, -2.297, -1.911], [0.100, -4.623, -3.971], [-1.328, -4.385, -2.934], [-0.612, -2.999, -3.808], [4.193, -3.721, 0.102], [3.200, -3.463, 1.553], [3.068, -1.767, -1.519], [3.423, 0.770, -0.064], [3.891, 0.629, -1.773], [1.079, -0.015, -0.787], [1.594, 0.237, -2.462], [0.961, 1.863, 0.795], [0.426, 4.246, 1.063], [0.596, 5.775, -0.870], [1.289, 4.898, -3.070], [1.809, 2.509, -3.337], [1.446, -2.020, 1.813]], "smiles": "CC[C@H](CO)NCc1cc(OC)c(OCC(=O)NCCc2ccccc2)cc1Br", "gap_ev": 8.8943, "e_above_lowest_ev": 0.007}